51
Properties=species:S:1:pos:R:3:lowdin_charge:R:1 method="wB97M-V/def2-TZVPD" e_lumo_ev=0.4 gap_ev=8.2 smiles="COC(=O)CNC(=O)c1cn(CC(C)C)c(=O)c2cc(OC)c(OC)cc12" charge=0 spin_multiplicity=1 total_energy_ev=-35358.41522 fmax_ev_per_a=0.857
C 3.507 -3.355 -2.780 -0.0385
H 2.631 -3.278 -3.418 0.0891
H 3.568 -4.348 -2.332 0.1009
H 4.418 -3.170 -3.352 0.0990
O 3.353 -2.368 -1.767 -0.0514
C 4.333 -2.302 -0.858 -0.4807
O 5.317 -2.988 -0.882 0.1206
C 4.046 -1.246 0.199 -0.0605
N 2.872 -0.467 -0.080 0.0675
C 1.718 -0.647 0.624 -0.4358
O 1.698 -1.278 1.664 0.0716
C 0.535 0.013 0.019 -0.0621
C 0.337 -0.062 -1.324 0.0001
N -0.733 0.480 -1.955 -0.0041
C -1.721 1.199 -1.283 -0.3711
O -2.642 1.704 -1.900 0.0666
C -1.551 1.274 0.162 -0.0649
C -2.514 1.942 0.916 0.0819
C -2.444 2.036 2.294 -0.1772
C -1.346 1.425 2.956 -0.1669
C -0.385 0.773 2.208 0.0585
C -0.461 0.677 0.817 -0.0943
H 0.447 0.295 2.695 0.0961
O -1.286 1.510 4.318 -0.1061
C -0.224 0.876 4.992 -0.0663
H -0.206 -0.200 4.793 0.1028
H -0.413 1.047 6.051 0.0963
H 0.742 1.311 4.720 0.1006
O -3.468 2.725 2.861 -0.0597
C -3.579 2.890 4.257 -0.0736
H -3.668 1.932 4.773 0.0951
H -4.494 3.464 4.399 0.0940
H -2.734 3.445 4.669 0.0942
H -3.348 2.399 0.407 0.1349
C -0.892 0.263 -3.380 -0.1265
H 0.045 0.515 -3.887 0.1329
H -1.676 0.949 -3.712 0.1289
C -1.299 -1.180 -3.711 -0.4107
C -1.417 -1.334 -5.224 -0.0758
H -0.479 -1.084 -5.716 0.0748
H -2.193 -0.678 -5.609 0.0841
H -1.676 -2.358 -5.481 0.0775
C -2.615 -1.536 -3.025 -0.0588
H -3.393 -0.834 -3.316 0.0874
H -2.928 -2.540 -3.304 0.0788
H -2.512 -1.499 -1.943 0.0789
H -0.519 -1.860 -3.345 0.1262
H 1.021 -0.601 -1.965 0.1318
H 2.841 0.030 -0.955 0.1357
H 4.934 -0.614 0.307 0.1394
H 3.870 -1.758 1.153 0.1386